ORCA calculation (ωB97M-V/def2-TZVPD) on C29H40AsCoN7O3SSi2 as an isolated structure.

XYZ file:
```
84
Properties=species:S:1:pos:R:3:forces:R:3
Co -0.204 1.112 0.602 0.0 0.9 -0.1
N -0.166 4.564 -1.682 0.1 0.1 0.1
C 0.138 4.336 -3.028 -0.1 0.0 -0.1
C -0.061 5.350 -3.957 -0.1 0.0 0.0
C 0.273 5.162 -5.287 0.0 0.0 0.0
C 0.811 3.953 -5.704 0.0 0.0 0.0
C 0.998 2.935 -4.782 -0.1 0.0 0.0
C 0.660 3.118 -3.449 0.0 -0.1 0.0
S 0.998 1.860 -2.262 0.4 0.0 -0.2
N 0.024 2.315 -0.952 -0.4 -0.4 -0.1
C -0.238 3.613 -0.701 0.0 0.0 -0.1
C -0.633 3.965 0.607 0.0 0.0 0.1
C -0.949 5.279 1.044 0.0 0.0 0.0
C -1.288 5.500 2.345 0.0 0.0 0.0
C -1.320 4.415 3.252 0.0 0.0 0.0
C -1.020 3.169 2.768 0.0 0.0 0.0
N -0.694 2.914 1.496 0.0 -0.1 -0.1
H -0.460 5.497 -1.448 0.0 -0.1 0.0
H -0.477 6.296 -3.627 0.0 0.0 0.0
H 0.115 5.962 -5.997 0.0 0.0 0.0
H 1.086 3.804 -6.739 0.0 0.0 0.0
H 1.429 1.992 -5.094 0.0 0.0 0.0
H -0.908 6.116 0.361 0.0 0.0 0.0
H -1.527 6.499 2.682 0.0 0.0 0.0
H -1.576 4.555 4.292 0.0 0.0 0.0
H -1.041 2.311 3.430 0.0 0.0 0.0
O 1.765 0.846 1.009 0.2 -0.8 -0.1
N 2.152 -0.296 1.365 -0.1 0.2 0.2
N 1.598 -1.312 0.814 0.1 0.3 0.1
O 0.650 -1.146 -0.154 0.0 0.0 -0.1
C 1.788 -2.586 1.467 0.0 0.0 0.1
C 3.046 -2.912 1.946 0.1 0.0 -0.2
C 3.208 -4.099 2.642 0.0 -0.1 0.0
C 2.127 -4.946 2.847 0.0 0.0 0.0
C 0.875 -4.602 2.356 0.0 0.0 0.0
C 0.697 -3.412 1.668 -0.2 0.1 0.1
H 3.880 -2.248 1.769 0.0 0.0 0.0
H 4.187 -4.369 3.013 0.0 0.0 0.0
H 2.260 -5.872 3.390 0.0 0.0 0.0
H 0.032 -5.262 2.507 0.0 0.0 0.0
H -0.284 -3.117 1.319 0.0 0.0 -0.1
C 0.640 -1.131 -4.811 0.0 0.1 0.1
Si 1.694 -2.016 -3.552 0.1 -0.1 -0.2
C 1.839 -3.802 -4.112 -0.1 -0.1 0.2
C 3.405 -1.307 -3.349 -0.1 0.0 0.2
As 0.686 -2.623 -1.467 0.0 0.1 0.1
Si -1.642 -2.397 -1.915 -0.2 0.1 -0.1
C -2.024 -3.685 -3.212 0.2 -0.1 0.0
C -2.562 -2.790 -0.337 0.1 0.0 0.1
C -2.105 -0.670 -2.447 0.1 0.0 0.1
H 1.187 -1.071 -5.756 0.0 0.0 0.0
H 0.372 -0.121 -4.507 0.0 0.1 0.0
H -0.278 -1.691 -4.996 0.0 0.0 0.0
H 2.223 -3.847 -5.133 0.0 0.0 0.0
H 0.868 -4.305 -4.103 0.0 0.0 -0.1
H 2.511 -4.370 -3.466 0.0 0.0 0.0
H 3.946 -1.423 -4.292 0.0 0.0 0.0
H 3.954 -1.852 -2.578 0.0 0.0 0.0
H 3.411 -0.256 -3.078 0.0 0.2 0.0
H -1.587 -4.649 -2.943 -0.1 0.0 0.0
H -1.638 -3.407 -4.193 0.0 0.0 0.0
H -3.104 -3.820 -3.300 0.0 0.0 0.0
H -2.311 -3.776 0.057 0.0 0.0 0.0
H -3.636 -2.775 -0.541 0.0 0.0 0.0
H -2.353 -2.042 0.432 0.0 0.0 0.0
H -1.644 -0.385 -3.391 0.0 0.0 0.0
H -1.788 0.061 -1.697 0.0 0.0 0.0
H -3.190 -0.585 -2.549 0.0 0.0 0.0
N -1.019 -0.062 2.041 0.1 -0.3 0.2
C -1.102 -0.313 3.170 -0.1 0.0 -0.1
N -1.215 -0.623 4.427 -0.1 -0.1 0.0
C -0.029 -0.775 5.289 0.0 0.0 0.0
C 0.027 0.405 6.245 0.0 0.0 0.0
O -1.182 0.516 6.971 0.0 0.0 0.0
C -2.293 0.742 6.126 0.0 0.0 0.0
C -2.478 -0.417 5.160 0.0 0.1 0.1
H 0.869 -0.839 4.675 0.0 0.0 0.0
H -0.149 -1.704 5.850 0.0 0.0 0.0
H 0.218 1.330 5.684 0.0 0.0 0.0
H 0.825 0.262 6.970 0.0 0.0 0.0
H -2.155 1.676 5.563 0.0 0.0 0.0
H -3.169 0.842 6.764 0.0 0.0 0.0
H -3.287 -0.230 4.457 0.0 0.0 0.0
H -2.686 -1.333 5.714 0.0 0.0 0.0
```
Forces are in eV/Å.

## Properties
relative energy (zero: lowest compared OMol25 entry of this formula, charge and spin)	0.634	eV
multiplicity	5
LUMO energy (spin up / spin down)	-0.089 / -0.098	Ha
HOMO (spin up / spin down)	-7.78 / -9.35	eV
total charge	+1
orbital gap (spin up / spin down)	5.37 / 6.68	eV



ORCA calculation (ωB97M-V/def2-TZVPD) on C29H40AsF3O5ReS5Se as an isolated structure in a non-equilibrium geometry.

XYZ file:
```
85
Properties=species:S:1:pos:R:3:forces:R:3
Re 1.173 -0.666 -2.133 0.3 -0.4 2.5
C 3.350 3.362 4.446 -0.1 0.0 -0.1
C 2.012 3.125 3.743 0.0 0.0 0.1
C 1.090 2.339 4.689 0.1 0.1 0.0
C 1.386 4.494 3.424 0.1 -0.1 0.0
C 2.172 2.331 2.452 0.0 0.0 0.0
C 1.066 2.139 1.628 -0.2 0.0 0.1
C 1.197 1.409 0.471 0.0 -0.2 -0.5
Se -0.145 1.379 -0.922 0.4 -0.8 -0.1
C -1.599 0.184 -0.504 0.3 0.0 -0.3
C -2.636 0.548 0.323 0.0 0.0 0.2
C -3.795 -0.223 0.352 0.1 0.1 0.0
C -3.843 -1.349 -0.466 -0.1 0.1 0.0
C -2.830 -1.734 -1.339 0.5 -0.1 -0.3
C -1.670 -0.927 -1.359 -0.7 0.4 1.1
O -0.636 -1.149 -2.183 0.3 -0.1 -1.0
C -2.977 -2.986 -2.210 0.0 -0.1 0.0
C -4.351 -3.633 -2.020 0.0 0.0 0.0
C -1.907 -4.014 -1.806 0.0 0.1 -0.1
C -2.824 -2.646 -3.703 -0.1 0.1 0.1
C -4.960 0.216 1.233 0.0 0.0 0.1
C -6.209 -0.635 0.994 0.1 0.0 0.0
C -5.304 1.682 0.919 0.0 -0.1 0.0
C -4.542 0.080 2.706 -0.1 0.0 -0.1
C 2.431 0.882 0.051 -0.4 0.4 1.1
O 2.452 0.225 -1.120 0.5 -0.1 -0.6
C 3.575 1.089 0.855 -0.1 -0.3 -0.5
C 3.389 1.798 2.037 -0.1 0.1 0.0
C 4.959 0.556 0.470 0.1 0.0 -0.1
C 6.021 0.979 1.486 0.0 0.0 -0.1
C 5.384 1.130 -0.897 -0.1 0.0 0.2
C 4.926 -0.981 0.430 0.0 0.1 0.0
H 3.178 3.949 5.348 0.0 0.0 0.0
H 4.038 3.923 3.810 0.0 0.0 0.0
H 3.822 2.426 4.748 0.0 0.0 0.0
H 0.956 2.897 5.618 0.0 0.0 0.0
H 1.525 1.368 4.931 0.0 0.0 0.0
H 0.107 2.174 4.246 0.0 0.0 0.0
H 1.385 5.115 4.320 0.0 0.0 0.0
H 0.355 4.402 3.083 0.0 0.0 0.0
H 1.961 5.008 2.652 0.0 0.0 0.0
H 0.105 2.562 1.891 0.0 0.0 0.0
H -2.551 1.435 0.936 0.0 0.0 0.0
H -4.735 -1.954 -0.444 0.0 0.1 0.0
H -4.501 -3.971 -0.993 0.0 0.0 0.0
H -4.424 -4.508 -2.666 0.0 0.0 0.0
H -5.158 -2.951 -2.297 0.0 0.0 0.0
H -1.962 -4.244 -0.741 0.0 0.0 0.0
H -0.912 -3.632 -2.025 0.1 0.0 0.0
H -2.048 -4.937 -2.370 0.0 0.0 0.0
H -3.489 -1.830 -3.991 0.0 0.0 0.0
H -3.083 -3.522 -4.300 0.0 0.0 0.0
H -1.806 -2.367 -3.951 0.1 0.1 0.0
H -6.530 -0.582 -0.048 0.0 0.0 0.0
H -7.025 -0.264 1.615 0.0 0.0 0.0
H -6.040 -1.678 1.266 0.0 0.0 0.0
H -5.441 1.825 -0.155 0.0 0.0 0.0
H -4.527 2.368 1.259 0.0 0.0 0.0
H -6.231 1.962 1.420 0.0 0.0 0.0
H -4.326 -0.963 2.943 0.0 0.0 0.0
H -5.350 0.419 3.356 0.0 0.0 0.0
H -3.655 0.675 2.926 0.0 0.0 0.0
H 4.255 1.955 2.661 -0.1 0.0 0.0
H 6.091 2.065 1.561 0.1 0.0 0.0
H 6.990 0.608 1.150 0.0 0.0 0.0
H 5.832 0.558 2.475 0.0 0.0 0.0
H 5.385 2.221 -0.868 0.0 0.0 0.0
H 4.729 0.808 -1.698 -0.1 0.0 -0.1
H 6.394 0.794 -1.136 0.0 0.0 0.0
H 4.788 -1.389 1.432 0.0 0.0 0.0
H 5.865 -1.363 0.026 0.0 0.0 0.0
H 4.113 -1.336 -0.196 0.0 -0.1 -0.1
S 2.061 -5.325 -2.788 0.0 0.4 0.0
As 2.524 -3.358 -1.957 0.3 -0.7 1.0
S 1.286 -2.444 -0.406 0.3 0.2 -0.8
S 3.383 -1.712 -2.978 -0.3 -0.3 0.4
S 3.735 -5.097 -1.425 -0.1 0.2 -0.1
F -1.117 0.613 -4.265 0.1 -0.1 -0.2
C -0.443 0.204 -5.355 -0.1 0.2 0.3
F -0.173 1.255 -6.105 0.1 0.0 0.0
F -1.195 -0.642 -6.025 0.1 -0.3 -0.1
S 1.169 -0.546 -4.784 -0.9 0.2 -2.9
O 1.985 -0.728 -5.919 0.1 0.1 0.0
O 1.559 0.505 -3.802 -0.1 0.7 0.3
O 0.790 -1.758 -4.028 -0.3 0.2 0.4
```
Forces are in eV/Å.

## Properties
relative energy (zero: lowest compared OMol25 entry of this formula, charge and spin)	0.000	eV
LUMO energy	-0.194	Ha
HOMO	-11.39	eV
total charge	+1
orbital gap	6.10	eV



ORCA calculation (ωB97M-V/def2-TZVPD) on a 3-piece molecular cluster, C29H40BrClN2O6P2S overall in a non-equilibrium geometry.

XYZ file:
```
82
Properties=species:S:1:pos:R:3:forces:R:3
C -1.053 -4.312 0.011 0.6 0.5 0.2
C -0.035 -3.525 1.009 0.0 -1.0 -1.6
Cl -0.940 -2.726 2.388 0.7 -0.6 -0.9
C 0.821 -2.519 0.087 0.4 0.9 -0.1
C 1.016 -1.052 0.704 1.1 2.1 1.1
C 2.391 -0.728 1.354 -1.6 2.1 0.7
C 3.624 -1.764 1.431 -0.1 0.5 -0.3
C 4.716 -1.526 0.237 0.5 -1.3 0.8
C 5.099 -2.892 -0.529 0.3 -0.2 -0.3
Br 4.063 -0.193 -1.097 0.5 -0.5 0.4
C 2.669 0.684 1.997 -4.2 0.2 -1.7
P 4.327 1.150 2.777 0.0 -0.8 0.3
S 4.693 0.288 4.482 -0.1 -0.2 -0.1
C 1.504 1.737 1.971 -0.2 -2.4 -1.2
C 0.124 1.398 1.287 1.9 -1.4 -0.1
C -0.151 0.008 0.629 2.8 0.7 1.7
C -1.535 -0.342 -0.087 0.0 0.1 0.2
C -1.699 0.342 -1.542 0.1 -1.1 0.1
C -2.968 -0.342 -2.306 0.2 0.7 0.2
C -4.012 0.771 -2.868 0.9 -0.9 -1.5
O -5.400 0.452 -2.485 1.4 2.6 2.5
C -5.664 1.167 -1.278 -2.8 -2.4 2.7
O -6.414 0.677 -0.392 2.9 1.9 -3.8
C -0.964 2.590 1.290 -1.4 -0.7 0.5
O -2.204 2.393 1.399 4.6 0.9 -0.7
C -0.320 4.069 1.178 3.1 -0.1 0.6
P -1.165 5.469 0.168 -0.2 0.5 -1.0
O 0.183 6.452 -0.334 -1.0 -3.0 0.2
O -1.633 4.678 -1.313 2.5 0.0 2.1
C 0.932 4.382 1.809 -2.3 -1.9 -1.0
C 1.666 3.200 2.635 0.3 0.4 1.2
O 2.268 3.416 3.713 -1.8 -0.8 -3.9
H -1.477 -3.561 -0.746 0.5 -1.1 1.2
H -1.913 -4.820 0.566 1.4 0.6 -0.8
H -0.401 -5.048 -0.587 -1.2 0.9 0.9
H 0.696 -4.286 1.463 -1.3 1.3 -0.4
H 0.372 -2.389 -0.971 0.4 -0.3 1.8
H 1.840 -3.037 -0.094 -1.6 1.1 0.3
H 3.283 -2.858 1.395 0.3 1.7 0.0
H 4.226 -1.636 2.412 -1.3 -0.1 -1.4
H 5.674 -1.109 0.717 -1.6 -0.4 -1.0
H 4.779 -2.807 -1.621 0.4 -0.3 1.5
H 4.598 -3.818 -0.070 0.6 1.5 -0.6
H 6.234 -3.114 -0.509 -1.8 0.6 0.0
H 4.483 2.561 2.963 -0.5 -0.6 -0.9
H 5.336 0.760 1.807 -0.9 0.6 0.2
H -1.648 -1.482 -0.230 0.5 1.9 0.3
H -2.410 -0.034 0.594 1.4 -0.3 -1.0
H -1.837 1.479 -1.457 0.4 -1.7 -0.1
H -0.748 0.063 -2.135 -1.4 0.9 0.8
H -3.524 -1.047 -1.575 0.8 1.1 -1.3
H -2.553 -0.945 -3.201 -0.9 0.9 1.5
H -3.982 0.679 -4.020 -0.2 0.5 1.9
H -3.714 1.843 -2.560 -0.5 -1.7 -0.4
H -5.202 2.203 -1.068 -0.3 -1.5 -1.0
H 0.767 5.806 -0.805 -0.1 1.0 0.4
H -0.830 4.136 -1.542 -1.2 0.4 -0.2
H 1.408 5.419 1.705 -0.8 -1.7 0.4
C -5.203 -1.384 6.067 0.0 0.0 0.1
C -3.857 -1.483 5.359 -0.1 0.1 0.4
C -3.980 -1.885 3.888 0.3 0.2 0.1
C -4.534 -3.233 3.724 -0.1 -0.1 -0.2
N -4.976 -4.288 3.598 0.2 0.3 0.1
H -5.716 -2.349 6.089 0.0 0.1 0.0
H -5.062 -1.061 7.101 -0.1 0.0 -0.1
H -5.854 -0.660 5.570 0.0 -0.1 0.0
H -3.222 -2.197 5.892 0.0 0.0 -0.1
H -3.360 -0.510 5.416 0.0 -0.1 -0.1
H -2.988 -1.851 3.428 -0.3 -0.1 0.0
H -4.602 -1.160 3.354 -0.1 -0.2 0.0
C 3.740 0.269 -6.314 0.0 -0.1 -0.1
C 3.426 1.754 -6.175 0.2 -0.2 -0.3
C 2.670 2.090 -4.889 0.1 0.3 -0.1
C 1.340 1.471 -4.845 -0.2 -0.1 0.2
N 0.301 0.978 -4.811 0.3 0.2 0.0
H 2.827 -0.330 -6.368 0.1 0.0 0.0
H 4.309 0.089 -7.228 0.0 0.0 0.1
H 4.334 -0.086 -5.467 0.0 0.0 0.0
H 2.851 2.084 -7.047 0.0 0.1 0.2
H 4.367 2.312 -6.184 -0.2 0.1 0.1
H 2.558 3.177 -4.818 -0.1 -0.1 0.1
H 3.255 1.775 -4.019 -0.2 -0.1 0.0
```
Forces are in eV/Å.

## Properties
LUMO energy	-0.068	Ha
HOMO	-8.84	eV
orbital gap	6.99	eV
SMILES string	C[C@H](Cl)Cc1c(C[C@@H](C)Br)c([PH2]=S)c2c(c1CCCCOC=O)C(=O)C(P(O)O)=CC2=O.CCCC#N.CCCC#N